Record 1
Here is C3H2IN in the gas phase in a non-equilibrium geometry from the Open Molecules 2025 dataset. Energies are from the ωB97M-V functional and the def2-TZVPD basis.

Element x y z (Å)
C: 0.320435 0.954470 -0.527545
C: -0.348719 -0.119140 -0.165244
I: -1.999217 -0.987804 -1.103601
C: 0.246310 -1.043131 1.119106
N: 0.570933 -1.616516 2.046548
H: 0.016436 1.537201 -1.382506
H: 1.193822 1.274919 0.013242

Cartesian forces, eV/Å:
C -0.12 -0.01 -0.06
C 1.47 -2.90 3.01
I 0.34 0.27 0.22
C -2.20 3.38 -4.30
N 0.50 -0.80 1.05
H -0.14 0.06 -0.05
H 0.14 -0.01 0.14

Calculated values
HOMO: -10.005 eV
Lowest unoccupied orbital energy: -0.035 eV
HOMO-LUMO gap: 9.97 eV
Net charge: 0
Electronic energy: -12732.0390 eV

***

Record 2
Here is 6 unconnected molecules or ions with the total composition C39H89F3N9O2 from the Open Molecules 2025 dataset. Energies are from the ωB97M-V functional and the def2-TZVPD basis.

Element x y z (Å)
N: -1.211929 2.436034 -0.129470
C: -0.067518 2.979472 -0.658097
O: 0.614407 3.782987 -0.052330
C: 0.383074 2.532186 -2.052001
C: 1.748974 1.880119 -1.924986
N: 1.787028 0.803001 -0.926604
C: 0.879745 -0.213098 -0.748185
N: 1.231418 -1.001919 0.221248
N: 2.389782 -0.465912 0.685572
C: 3.048000 -1.010911 1.860715
C: 2.382294 -0.478522 3.131571
O: 2.067465 0.873811 2.897505
C: 1.883222 1.667500 4.047352
C: 2.026194 3.122915 3.633779
F: 0.892270 3.593015 3.118524
F: 2.987309 3.300045 2.727361
F: 2.321994 3.864132 4.701525
C: 2.722443 0.607228 0.000646
H: -1.643703 1.665542 -0.616125
H: -1.167350 2.320303 0.875225
H: -0.324164 1.863885 -2.551678
H: 0.511117 3.446052 -2.634532
H: 2.101872 1.502585 -2.886637
H: 2.439140 2.652080 -1.577974
H: 0.012254 -0.354077 -1.374769
H: 4.107978 -0.757502 1.828991
H: 2.950886 -2.096956 1.825912
H: 1.475275 -1.053167 3.353191
H: 3.079827 -0.589943 3.969894
H: 2.624899 1.443120 4.820799
H: 0.874233 1.540051 4.455227
H: 3.580034 1.235997 0.188865
C: -4.936839 5.582023 5.110639
C: -4.268197 4.230501 4.921115
N: -4.282258 3.775239 3.539828
C: -3.895909 2.387412 3.382878
C: -2.442453 1.996832 3.697460
C: -3.730557 4.698393 2.559468
C: -2.281679 5.152293 2.767613
H: -5.955162 5.565801 4.721021
H: -4.977658 5.824886 6.172984
H: -4.391549 6.385420 4.614571
H: -4.814415 3.481295 5.501031
H: -3.253662 4.272984 5.352753
H: -4.128325 2.090632 2.355101
H: -4.554965 1.795596 4.024796
H: -1.748803 2.316622 2.917265
H: -2.362688 0.909865 3.783481
H: -2.104458 2.424901 4.642655
H: -4.371294 5.580979 2.515598
H: -3.828202 4.218189 1.581528
H: -2.090769 5.436284 3.803615
H: -2.060196 6.020156 2.144870
H: -1.572151 4.370366 2.498830
C: 1.545253 2.426386 -6.204002
C: 1.562028 0.911415 -6.330297
N: 0.454827 0.272131 -5.632193
C: 0.605107 -1.176499 -5.532101
C: 0.598000 -2.008958 -6.818909
C: -0.875452 0.738844 -6.011260
C: -1.266253 0.630676 -7.487205
H: 1.534914 2.716372 -5.149896
H: 2.438217 2.847387 -6.665844
H: 0.681962 2.875281 -6.693848
H: 2.486332 0.533849 -5.881629
H: 1.612075 0.645245 -7.395686
H: -0.186679 -1.542172 -4.870276
H: 1.550718 -1.358088 -5.008892
H: -0.398906 -2.111403 -7.246898
H: 0.960490 -3.014986 -6.599982
H: 1.254654 -1.584626 -7.579205
H: -0.973918 1.781911 -5.700324
H: -1.591442 0.180368 -5.401400
H: -0.471160 0.980066 -8.146990
H: -2.146386 1.244901 -7.684465
H: -1.511786 -0.393964 -7.761754
C: 9.418668 -4.722634 2.106201
C: 8.096659 -4.956076 1.393132
N: 6.967728 -4.312599 2.052074
C: 5.680237 -4.755083 1.550900
C: 5.317962 -4.417482 0.097664
C: 7.108130 -2.888929 2.286787
C: 7.312933 -1.974324 1.068643
H: 9.354846 -5.034168 3.149215
H: 10.203107 -5.303259 1.620820
H: 9.726791 -3.676985 2.077659
H: 7.882677 -6.027899 1.387178
H: 8.204373 -4.659635 0.337791
H: 4.908548 -4.356618 2.218971
H: 5.646309 -5.841033 1.671296
H: 5.058083 -3.364893 -0.025962
H: 4.455443 -5.006352 -0.220378
H: 6.135636 -4.642540 -0.586996
H: 7.944662 -2.736979 2.970476
H: 6.223458 -2.556575 2.841651
H: 8.036637 -2.383311 0.363164
H: 7.692425 -1.002676 1.392189
H: 6.384029 -1.800177 0.523159
C: -2.242781 -0.684572 10.151580
C: -2.715298 0.758203 10.234074
N: -2.088720 1.621960 9.245715
C: -2.311923 3.038511 9.485267
C: -3.742513 3.577082 9.366360
C: -2.209020 1.188773 7.865790
C: -3.619117 0.981512 7.297046
H: -1.155806 -0.739080 10.226822
H: -2.674124 -1.259468 10.971411
H: -2.548364 -1.166608 9.222013
H: -2.449196 1.161667 11.214603
H: -3.815644 0.774253 10.185803
H: -1.663572 3.594466 8.801386
H: -1.942358 3.251585 10.492301
H: -4.068644 3.654825 8.328912
H: -3.793933 4.577147 9.800112
H: -4.457504 2.950954 9.901451
H: -1.653337 0.254175 7.752489
H: -1.675392 1.924214 7.255092
H: -4.263328 0.434508 7.986444
H: -3.560236 0.400981 6.372976
H: -4.107615 1.925188 7.059548
C: -1.517983 -5.338373 -8.765905
C: -2.752244 -4.599458 -8.273520
N: -2.812660 -3.220755 -8.732877
C: -3.819733 -2.427589 -8.051632
C: -5.298145 -2.788950 -8.231433
C: -2.721021 -3.030045 -10.173962
C: -3.764860 -3.727312 -11.054166
H: -0.609656 -4.799238 -8.491085
H: -1.480177 -6.331387 -8.316762
H: -1.521922 -5.471966 -9.847701
H: -2.731208 -4.564202 -7.179855
H: -3.646215 -5.183389 -8.542076
H: -3.666335 -1.385467 -8.348658
H: -3.583838 -2.475079 -6.982021
H: -5.675750 -2.498821 -9.210959
H: -5.896233 -2.266111 -7.482985
H: -5.472112 -3.857941 -8.102655
H: -1.728217 -3.354954 -10.491893
H: -2.748757 -1.952246 -10.355709
H: -3.924775 -4.761376 -10.744934
H: -3.419648 -3.746214 -12.089020
H: -4.728298 -3.220032 -11.039580

Cartesian forces, eV/Å:
N 0.55 -0.47 -0.08
C 0.21 0.40 0.10
O -0.13 -0.48 -0.08
C -0.48 -0.16 0.31
C 0.42 0.66 -0.27
N -0.25 -0.40 0.11
C 0.12 0.01 -0.26
N 0.09 0.19 0.12
N -0.03 -0.13 -0.43
C 0.00 -0.28 0.48
C -0.20 -0.02 0.02
O 0.22 0.08 -0.09
C -0.09 -0.18 0.01
C -0.09 -0.10 0.19
F -0.32 0.07 -0.24
F 0.31 -0.02 -0.20
F 0.06 0.14 0.27
C 0.06 0.23 0.24
H -0.04 0.10 -0.02
H -0.37 0.37 0.02
H -0.01 0.17 -0.04
H -0.06 -0.20 -0.17
H -0.12 -0.11 0.09
H 0.05 -0.20 0.04
H 0.08 0.00 0.07
H -0.11 0.14 -0.15
H 0.06 0.09 -0.12
H 0.04 0.04 -0.01
H -0.04 -0.02 -0.06
H 0.00 0.04 -0.10
H 0.10 -0.01 0.10
H -0.08 -0.03 -0.03
C -0.01 -0.01 0.02
C -0.01 -0.01 0.00
N 0.06 -0.01 0.01
C -0.06 -0.03 -0.03
C 0.00 -0.12 0.01
C 0.03 0.04 -0.04
C 0.03 -0.05 -0.08
H 0.01 0.00 -0.02
H -0.01 0.00 0.00
H 0.01 0.00 0.00
H 0.01 0.01 0.01
H 0.01 0.00 -0.02
H -0.01 0.01 0.00
H 0.02 0.01 0.03
H 0.00 0.07 0.07
H -0.02 -0.01 0.00
H 0.00 0.02 -0.01
H -0.03 -0.02 0.07
H 0.02 0.02 -0.01
H -0.02 0.02 0.00
H -0.02 -0.01 -0.02
H 0.06 0.07 0.04
C 0.06 -0.05 0.04
C -0.01 0.05 -0.05
N 0.08 0.02 0.19
C 0.00 -0.05 0.06
C -0.04 0.01 0.01
C -0.05 0.01 -0.03
C -0.10 -0.07 0.01
H -0.04 0.06 -0.02
H 0.00 0.01 0.01
H -0.01 0.00 0.00
H -0.01 -0.06 -0.02
H -0.03 -0.01 0.01
H -0.01 0.00 -0.01
H 0.02 0.02 -0.02
H 0.00 0.01 -0.02
H 0.00 0.00 0.01
H 0.01 0.00 0.00
H 0.07 0.01 0.01
H -0.02 -0.01 -0.03
H 0.01 0.02 0.02
H -0.01 0.00 0.02
H 0.04 0.01 -0.08
C 0.00 -0.03 0.00
C 0.01 -0.01 0.02
N 0.02 0.02 -0.06
C -0.05 -0.02 0.02
C -0.09 0.01 0.02
C 0.00 0.13 0.01
C -0.05 0.10 0.04
H -0.01 0.02 0.00
H 0.00 -0.01 0.01
H 0.00 0.00 -0.02
H 0.00 0.00 -0.02
H -0.01 0.03 0.01
H 0.00 0.00 0.00
H 0.02 0.00 -0.02
H 0.03 0.01 -0.02
H 0.00 -0.01 0.02
H 0.01 -0.01 0.01
H 0.03 -0.05 -0.01
H -0.02 -0.05 -0.01
H 0.01 -0.03 0.03
H 0.00 0.00 0.02
H 0.02 -0.03 -0.05
C 0.01 0.01 0.03
C -0.01 0.01 0.00
N -0.03 -0.03 -0.01
C 0.06 0.06 0.01
C 0.01 0.02 -0.01
C 0.01 -0.01 -0.07
C 0.03 0.03 -0.10
H 0.00 0.00 -0.02
H 0.01 0.00 0.00
H -0.01 0.00 0.00
H -0.02 0.00 0.00
H 0.01 0.01 -0.03
H 0.00 0.00 0.00
H -0.02 -0.02 0.01
H 0.00 -0.02 0.00
H 0.00 0.00 -0.01
H 0.01 0.00 0.01
H 0.00 -0.02 0.05
H -0.02 0.01 -0.01
H 0.04 -0.03 0.01
H -0.01 0.00 -0.01
H -0.03 -0.01 0.05
C 0.01 -0.01 0.04
C -0.01 0.00 -0.01
N 0.03 -0.03 0.00
C 0.05 0.15 0.13
C 0.01 -0.02 -0.05
C 0.01 0.03 -0.06
C 0.01 0.02 -0.01
H 0.00 0.01 -0.02
H 0.01 0.01 0.01
H -0.01 0.00 0.00
H -0.02 -0.01 0.00
H 0.00 0.02 -0.02
H -0.05 0.00 0.00
H -0.01 -0.02 0.00
H 0.02 -0.03 -0.01
H 0.00 0.01 0.00
H 0.00 0.00 0.01
H 0.01 -0.02 0.03
H -0.02 0.00 -0.01
H 0.02 -0.01 -0.01
H -0.01 0.01 0.00
H -0.01 -0.03 0.04

Calculated values
HOMO: -9.569 eV
Lowest unoccupied orbital energy: -2.805 eV
HOMO-LUMO gap: 6.76 eV
Net charge: +1
Electronic energy: -67538.2832 eV